(1)
DFT (ωB97M-V/def2-TZVPD) results for a molecular structure, C17H23BF9N3O12P2S2 in a non-equilibrium geometry.

```
69
Properties=species:S:1:pos:R:3:mulliken_charge:R:1
C 3.321 -0.423 1.751 -0.634
N 2.591 -1.199 0.684 0.289
C 2.160 -0.356 -0.490 -0.377
C 1.499 -2.089 1.223 -0.007
O 1.484 -3.364 0.743 -0.521
C 0.378 -1.717 2.356 -0.136
C -1.065 -1.192 1.767 0.252
C -2.280 -2.322 1.554 0.013
C -2.111 -3.928 1.926 0.522
F -1.772 -4.076 3.391 -0.244
F -3.446 -4.623 1.788 -0.272
F -1.188 -4.663 1.031 -0.175
C -3.764 -1.889 0.951 -0.828
C -3.995 -0.302 0.623 0.323
C -5.456 0.193 0.047 -0.684
C -6.333 1.097 1.097 -0.477
C -7.077 2.395 0.353 -0.283
C -6.794 3.818 1.179 0.354
O -7.002 3.940 2.517 -0.512
O -6.343 5.049 0.487 -0.457
C -2.732 0.749 0.917 0.020
P -3.159 2.609 0.549 0.002
P -3.047 2.755 -1.653 0.998
O -2.645 1.302 -2.219 -0.637
O -4.571 3.160 -2.394 -0.507
O -1.718 3.813 -2.146 -0.549
N -1.360 0.287 1.436 0.732
C -0.284 1.369 1.665 -0.100
B -0.384 1.949 3.236 0.678
O -1.662 2.315 3.890 -0.489
O 0.897 2.062 4.016 -0.573
H 4.454 -0.337 1.384 0.302
H 2.958 0.676 1.917 0.181
H 3.379 -1.061 2.753 0.305
H 3.011 -0.385 -1.325 0.020
H 2.005 0.791 -0.245 0.188
H 1.175 -0.837 -0.922 0.265
H 0.310 -2.621 3.096 0.481
H 0.832 -0.815 2.992 0.146
H -4.652 -2.623 0.747 0.333
H -5.284 0.856 -0.913 0.118
H -6.099 -0.769 -0.203 0.416
H -5.729 1.530 2.003 0.353
H -7.226 0.431 1.522 0.335
H -8.257 2.230 0.352 0.398
H -6.770 2.478 -0.790 0.224
H -5.381 5.259 0.702 0.340
H -2.213 3.494 1.186 0.177
H -4.802 2.399 -3.034 0.371
H -1.124 3.257 -2.735 0.347
H -0.321 2.227 0.862 0.445
H 0.818 0.921 1.591 -1.147
H -1.860 1.531 4.507 0.335
H 1.499 1.339 3.618 0.373
C 4.875 -2.987 -3.231 0.644
F 3.513 -2.920 -3.217 -0.219
F 5.241 -3.596 -2.063 -0.239
F 5.205 -3.867 -4.224 -0.239
S 5.676 -1.363 -3.448 0.973
O 5.231 -0.577 -2.294 -0.661
O 5.187 -0.882 -4.742 -0.655
N 7.171 -1.888 -3.409 -0.280
S 8.228 -0.721 -3.582 0.986
O 8.351 0.219 -2.465 -0.647
O 8.312 -0.109 -4.910 -0.638
C 9.719 -1.767 -3.465 0.642
F 9.758 -2.727 -4.438 -0.237
F 9.789 -2.442 -2.278 -0.237
F 10.882 -1.063 -3.575 -0.216
```

Results
2S+1: 1
strongest force on any atom: 0.178 Eh/bohr
Kohn-Sham gap: 0.15051 hartree
E_tot: -112407.7471 eV
M: 769.256 g/mol


(2)
DFT (ωB97M-V/def2-TZVPD) results for 3 unconnected molecules or ions with the total composition C19H51FN6O4P2 in a non-equilibrium geometry.

```
83
Properties=species:S:1:pos:R:3:mulliken_charge:R:1
C 3.632 -0.387 1.334 -0.701
O 2.565 0.530 1.236 -0.350
C 1.749 0.330 0.096 -0.555
C 0.302 0.073 0.453 0.150
C 0.131 -1.245 1.227 -0.402
C -0.275 -2.380 0.282 -0.495
C -0.354 -3.730 0.960 -0.083
F 0.680 -3.907 1.881 -0.346
O -0.234 1.186 1.137 -0.464
C -1.637 1.086 1.272 -0.900
H 4.401 0.088 1.943 0.300
H 3.336 -1.319 1.823 0.272
H 4.098 -0.602 0.368 0.264
H 1.811 1.184 -0.584 0.276
H 2.096 -0.539 -0.473 0.431
H -0.233 -0.039 -0.504 0.313
H -0.625 -1.161 2.007 0.240
H 1.067 -1.513 1.713 0.169
H -1.262 -2.124 -0.111 0.273
H 0.407 -2.386 -0.573 0.287
H -1.303 -3.819 1.492 -0.058
H -0.291 -4.538 0.229 0.328
H -2.094 2.064 1.138 0.390
H -2.069 0.413 0.524 0.324
H -1.883 0.666 2.249 0.334
O -3.836 -1.932 1.930 -0.568
P -5.102 -2.380 2.538 -0.166
N -5.792 -3.557 1.508 0.410
C -7.064 -3.637 0.824 -0.944
C -4.899 -4.659 1.195 -0.809
N -6.057 -0.938 2.628 0.190
C -7.370 -0.718 2.037 -1.091
C -5.248 0.274 2.516 -1.135
N -5.442 -2.984 4.061 0.328
C -4.345 -3.611 4.797 -0.905
C -6.717 -3.613 4.306 -0.821
H -7.609 -4.546 1.113 0.328
H -6.926 -3.665 -0.264 0.354
H -7.710 -2.805 1.046 0.253
H -4.986 -5.487 1.911 0.259
H -3.859 -4.327 1.189 -0.013
H -5.117 -5.049 0.199 0.400
H -7.435 -1.009 0.987 0.414
H -7.596 0.347 2.075 0.395
H -8.170 -1.205 2.603 0.272
H -5.039 0.540 1.473 0.365
H -4.295 0.144 3.021 0.263
H -5.762 1.104 3.003 0.484
H -4.162 -4.648 4.483 0.295
H -4.565 -3.615 5.867 0.351
H -3.422 -3.050 4.653 0.239
H -6.699 -4.691 4.098 0.282
H -7.517 -3.171 3.717 0.197
H -6.971 -3.467 5.358 0.369
O 3.346 2.451 -3.352 -0.739
P 4.737 2.927 -3.424 0.205
N 5.116 3.695 -1.948 0.363
C 5.562 5.029 -1.616 -0.940
C 4.862 2.861 -0.785 -0.901
N 4.729 4.027 -4.760 0.143
C 5.115 5.431 -4.733 -1.077
C 3.574 3.847 -5.641 -1.104
N 6.162 2.123 -3.790 0.268
C 6.197 0.680 -3.570 -0.919
C 7.426 2.763 -3.522 -0.845
H 6.514 5.000 -1.068 0.336
H 4.831 5.543 -0.981 0.343
H 5.725 5.643 -2.486 0.266
H 5.748 2.264 -0.522 0.256
H 4.038 2.170 -0.964 0.029
H 4.589 3.462 0.083 0.403
H 4.658 5.999 -3.922 0.394
H 4.787 5.901 -5.660 0.388
H 6.201 5.565 -4.709 0.280
H 2.680 4.375 -5.289 0.337
H 3.318 2.796 -5.739 0.335
H 3.837 4.214 -6.635 0.421
H 6.378 0.416 -2.518 0.298
H 6.986 0.226 -4.173 0.336
H 5.252 0.228 -3.870 0.294
H 7.797 2.551 -2.510 0.278
H 7.377 3.844 -3.641 0.195
H 8.157 2.391 -4.244 0.365
```

Results
2S+1: 1
strongest force on any atom: 0.080 Eh/bohr
Kohn-Sham gap: 0.32169 hartree
E_tot: -58955.1996 eV
M: 508.601 g/mol


(3)
DFT (ωB97M-V/def2-TZVPD) results for 8 unconnected molecules or ions with the total composition C37H40F7N4O23PS2 in a non-equilibrium geometry.

```
114
Properties=species:S:1:pos:R:3:mulliken_charge:R:1
C -4.052 -2.369 4.136 -0.900
C -4.259 -0.819 3.640 0.069
C -3.005 0.186 4.050 -0.651
C -1.748 -0.225 3.081 -0.172
O -1.015 -1.380 3.699 -0.401
C 0.302 -1.332 2.982 0.028
C 1.523 -0.499 3.691 -0.489
C 2.949 -0.403 2.885 -0.194
C 3.050 -1.149 1.424 -0.120
C 4.441 -1.042 0.549 -0.088
C 4.134 0.098 -0.635 -0.523
S 3.044 1.506 -0.047 -0.150
C 1.404 1.560 -0.953 0.400
N 0.989 0.983 -2.315 -0.255
N -0.328 1.257 -2.684 -0.150
C -0.930 2.073 -1.553 -0.147
O 0.131 2.230 -0.529 -0.280
C 1.819 -2.035 0.730 0.302
N 2.069 -2.694 -0.597 -0.136
C 0.876 -3.482 -1.059 0.107
P 1.023 -4.405 -2.740 0.086
S 0.204 -3.413 -4.233 -0.340
C -0.524 -3.557 -0.234 -0.269
N -0.821 -2.869 1.070 -0.293
C 0.405 -2.131 1.528 0.256
H -5.047 -2.960 4.310 0.327
H -3.379 -2.896 3.307 0.163
H -3.356 -2.320 5.103 0.221
H -5.223 -0.382 4.139 0.309
H -4.333 -0.800 2.449 -0.186
H -3.251 1.320 3.825 0.259
H -2.632 0.021 5.168 0.307
H -0.964 0.658 2.921 0.396
H -2.122 -0.538 1.993 0.092
H 1.384 0.026 4.735 0.302
H 3.861 0.182 3.339 0.229
H 5.393 -0.792 1.183 0.235
H 4.601 -2.082 0.011 0.246
H 5.202 0.579 -0.864 0.341
H 3.697 -0.370 -1.616 0.313
H -2.031 2.471 -1.598 0.374
H 2.449 -4.503 -3.062 0.091
H 0.563 -5.797 -2.672 0.124
H -1.408 -4.186 -0.723 0.290
C -5.463 1.659 -0.917 -0.397
C -4.417 1.941 0.106 0.530
O -4.991 1.470 1.304 -0.337
C -5.821 0.458 0.924 0.495
O -6.283 -0.372 1.690 -0.503
O -6.066 0.480 -0.421 -0.276
F -4.209 3.272 0.229 -0.305
H -6.215 2.451 -0.984 0.067
H -5.038 1.493 -1.911 0.435
H -3.465 1.430 -0.072 0.230
C 3.454 3.617 4.575 -0.477
C 4.695 4.354 4.947 0.303
O 5.530 3.349 5.475 -0.329
C 5.159 2.206 4.833 0.495
O 5.824 1.184 4.815 -0.537
O 3.952 2.347 4.204 -0.166
F 4.446 5.257 5.922 -0.290
H 2.761 3.504 5.416 0.280
H 2.924 4.088 3.744 0.310
H 5.196 4.844 4.105 0.288
C 8.243 -2.198 -3.538 -0.441
C 8.028 -1.840 -2.107 0.266
O 6.700 -1.366 -2.083 -0.169
C 6.068 -2.032 -3.090 0.551
O 4.856 -2.100 -3.210 -0.488
O 6.958 -2.621 -3.945 -0.326
F 8.847 -0.831 -1.734 -0.316
H 8.554 -1.343 -4.147 0.269
H 8.977 -3.000 -3.660 0.276
H 8.131 -2.681 -1.413 0.387
C -1.141 1.330 -5.993 -0.154
C -0.523 0.211 -6.760 0.345
O -1.093 0.336 -8.043 -0.295
C -1.359 1.665 -8.184 0.623
O -1.600 2.205 -9.251 -0.550
O -1.315 2.322 -6.985 -0.315
F -0.888 -0.985 -6.246 -0.288
H -2.115 1.065 -5.569 0.212
H -0.494 1.690 -5.188 0.110
H 0.568 0.267 -6.835 0.287
C -7.232 -2.292 -0.416 0.076
C -6.834 -3.695 -0.724 0.348
O -8.017 -4.429 -0.503 -0.313
C -9.030 -3.558 -0.772 0.600
O -10.188 -3.892 -0.960 -0.552
O -8.588 -2.264 -0.813 -0.360
F -5.894 -4.132 0.145 -0.277
H -7.161 -2.056 0.651 0.133
H -6.644 -1.561 -0.976 0.103
H -6.491 -3.849 -1.752 0.278
C -7.735 5.783 -2.863 -0.442
C -6.494 6.520 -2.491 0.295
O -5.659 5.515 -1.963 -0.243
C -6.031 4.372 -2.605 0.670
O -5.366 3.350 -2.624 -0.556
O -7.238 4.513 -3.234 -0.289
F -6.743 7.423 -1.516 -0.289
H -8.429 5.670 -2.022 0.284
H -8.266 6.255 -3.694 0.262
H -5.994 7.010 -3.333 0.314
C 7.363 -1.705 4.030 -0.133
C 8.809 -1.345 4.005 0.341
O 9.321 -2.112 2.939 -0.310
C 8.277 -2.262 2.077 0.568
O 8.393 -2.626 0.918 -0.526
O 7.083 -1.946 2.666 -0.233
F 9.423 -1.736 5.144 -0.288
H 7.163 -2.614 4.608 0.238
H 6.740 -0.896 4.421 0.071
H 9.004 -0.283 3.822 0.305
```

Results
2S+1: 1
strongest force on any atom: 0.155 Eh/bohr
Kohn-Sham gap: 0.24305 hartree
E_tot: -142033.0948 eV
M: 1136.826 g/mol


(4)
DFT (ωB97M-V/def2-TZVPD) results for 2 unconnected molecules or ions with the total composition C2H7OS in a non-equilibrium geometry.

```
11
Properties=species:S:1:pos:R:3:mulliken_charge:R:1
C 0.661 -1.362 -1.980 -0.978
C 0.311 0.055 -1.364 -0.505
S -0.772 0.210 0.030 -0.707
H -0.216 -1.942 -2.186 0.280
H 1.139 -1.886 -1.090 0.199
H 1.224 -1.558 -2.919 0.322
H -0.027 0.706 -2.154 0.248
H 1.335 0.439 -1.159 0.200
H -0.297 1.517 3.017 0.306
H 0.118 0.281 2.333 0.247
O 0.406 0.866 2.968 -0.613
```

Results
2S+1: 1
strongest force on any atom: 0.080 Eh/bohr
Kohn-Sham gap: 0.24782 hartree
E_tot: -15070.7243 eV
net charge: -1
M: 79.144 g/mol


(5)
DFT (ωB97M-V/def2-TZVPD) results for 9 unconnected molecules or ions with the total composition C29H53Cl18NO2 in a non-equilibrium geometry.

```
103
Properties=species:S:1:pos:R:3:mulliken_charge:R:1
C -3.758 2.469 0.221 -0.764
C -2.728 3.355 0.843 0.660
Cl -2.974 5.060 0.556 -0.231
C -1.701 2.939 1.520 -0.629
Cl -0.561 4.082 2.153 -0.033
C -1.476 1.507 1.716 1.405
C -1.305 0.944 3.146 -0.670
N -0.951 -0.470 2.829 -0.281
C -0.564 -0.573 1.440 -0.099
O -0.549 -1.536 0.780 -0.559
C -0.217 0.902 1.069 -0.221
O 0.973 1.162 1.765 0.069
C 2.064 0.438 1.181 -1.065
C 3.371 1.202 1.367 0.727
C 3.533 1.753 2.772 -1.725
C 4.572 0.355 0.888 0.562
C 4.239 -0.442 -0.386 -1.752
C 5.041 -0.666 1.933 -1.019
H -3.996 1.604 0.841 0.076
H -3.391 2.082 -0.731 0.148
H -4.686 3.002 0.041 0.467
H -2.232 0.844 1.334 -1.039
H -2.296 0.867 3.588 0.420
H -0.570 1.407 3.791 0.205
H -0.104 -0.787 3.298 0.413
H -0.222 1.182 0.011 0.703
H 2.196 -0.543 1.650 0.154
H 1.843 0.337 0.124 0.577
H 3.329 2.051 0.680 0.170
H 3.905 1.029 3.495 0.438
H 2.609 2.168 3.168 0.284
H 4.241 2.581 2.757 0.443
H 5.369 1.054 0.628 0.349
H 5.137 -0.858 -0.832 0.517
H 3.628 -1.291 -0.078 0.283
H 3.633 0.119 -1.094 0.389
H 5.748 -1.340 1.451 0.510
H 5.507 -0.196 2.793 -0.045
H 4.174 -1.255 2.231 0.144
Cl -2.441 0.500 -3.014 -0.206
C -3.115 -0.856 -2.069 0.003
C -3.794 -1.878 -2.941 -0.439
Cl -5.294 -1.250 -3.674 -0.229
H -3.802 -0.444 -1.334 0.072
H -2.281 -1.317 -1.540 0.180
H -4.073 -2.744 -2.341 0.230
H -3.143 -2.214 -3.745 0.406
Cl 2.909 4.641 1.447 -0.132
C 2.351 6.221 2.062 -0.256
C 2.363 7.284 0.995 -0.425
Cl 4.018 7.725 0.502 -0.193
H 2.976 6.495 2.904 0.010
H 1.334 6.078 2.425 0.269
H 1.895 8.192 1.374 0.299
H 1.822 6.963 0.107 0.384
Cl 2.477 -2.684 -2.201 -0.098
C 3.237 -3.687 -3.462 -0.552
C 4.380 -4.509 -2.923 -0.459
Cl 5.774 -3.502 -2.458 -0.170
H 3.562 -3.029 -4.264 0.314
H 2.463 -4.347 -3.852 0.320
H 4.729 -5.199 -3.691 0.331
H 4.078 -5.087 -2.053 0.312
Cl -8.193 -4.556 -7.448 -0.180
C -8.722 -3.703 -5.975 -0.447
C -7.853 -4.028 -4.788 -0.343
Cl -8.053 -5.718 -4.252 -0.198
H -9.762 -3.963 -5.791 0.324
H -8.666 -2.637 -6.188 0.307
H -8.125 -3.394 -3.946 0.285
H -6.800 -3.869 -5.008 0.250
Cl -6.132 -8.870 -7.956 -0.188
C -7.477 -9.658 -7.092 -0.432
C -7.315 -9.580 -5.596 -0.253
Cl -5.957 -10.577 -5.011 -0.189
H -7.537 -10.689 -7.433 0.339
H -8.389 -9.142 -7.388 0.288
H -8.215 -9.955 -5.109 0.298
H -7.148 -8.557 -5.266 0.140
Cl 4.020 10.770 2.488 -0.156
C 4.282 10.489 4.226 -0.455
C 4.219 9.026 4.580 -0.468
Cl 2.570 8.367 4.414 -0.176
H 3.541 11.064 4.777 0.310
H 5.269 10.882 4.465 0.297
H 4.512 8.884 5.620 0.383
H 4.882 8.434 3.953 0.312
Cl 7.033 1.313 4.021 -0.160
C 8.321 0.100 3.821 -0.493
C 9.314 0.497 2.759 -0.451
Cl 8.601 0.457 1.126 -0.152
H 7.851 -0.854 3.591 0.321
H 8.825 0.012 4.782 0.394
H 10.149 -0.202 2.758 0.302
H 9.703 1.498 2.931 0.308
Cl -4.207 -0.690 1.169 -0.071
C -4.878 -2.048 2.111 -0.674
C -5.550 -3.069 1.230 -0.408
Cl -7.045 -2.440 0.491 -0.184
H -5.563 -1.637 2.848 0.347
H -4.042 -2.508 2.639 0.285
H -5.829 -3.938 1.824 0.374
H -4.892 -3.397 0.428 0.263
```

Results
2S+1: 1
strongest force on any atom: 0.073 Eh/bohr
Kohn-Sham gap: 0.34022 hartree
E_tot: -261922.4269 eV
M: 1085.902 g/mol